[1]
94
Properties=species:S:1:pos:R:3:forces:R:3:mulliken_charge:R:1 method="wB97M-V/def2-TZVPD" spin_multiplicity=6 de_lowest_kcal_mol=29.12 charge=+1 s_squared=8.760
Fe -0.05174 -0.80654 0.13084 -0.1 0.0 -0.4 1.04
O -2.60333 0.55943 -2.76658 -0.1 0.0 -0.1 -0.71
C -2.60075 1.90896 -2.60212 0.0 -0.1 0.0 0.31
C -3.26384 2.68103 -3.54752 0.0 0.0 0.0 -0.58
C -3.25755 4.06272 -3.44505 0.0 0.0 0.0 -0.42
C -2.57818 4.69298 -2.41088 0.0 0.0 0.0 -0.84
C -1.91591 3.91821 -1.47150 -0.1 0.0 0.0 -0.45
C -1.93598 2.52995 -1.53853 0.0 0.0 0.0 0.03
C -1.24020 1.73364 -0.46469 -0.1 0.0 0.1 0.68
O -0.71186 0.54962 -0.93765 0.0 0.2 -0.4 0.55
N -2.19986 1.36695 0.60058 -0.2 0.0 -0.2 -0.39
N -1.82232 0.29556 1.30620 0.0 0.0 0.1 0.10
C -2.28755 0.04306 2.46763 0.0 -0.1 0.0 -0.70
C -1.93548 -1.21978 3.10871 0.0 0.0 -0.1 0.32
Br -1.43413 -2.53857 1.82493 0.0 -0.3 0.3 -0.05
C -1.97410 -1.54179 4.39952 -0.1 0.1 0.1 -0.86
C -2.26830 -0.60935 5.49965 0.0 0.0 0.0 0.40
C -2.94696 -1.08643 6.62210 0.0 0.0 0.0 -0.59
C -3.23750 -0.24302 7.68057 0.0 0.0 0.0 -0.59
C -2.83520 1.08539 7.64180 0.0 0.0 0.0 -0.45
C -2.13406 1.56304 6.54417 0.0 0.0 0.0 -0.69
C -1.84863 0.72193 5.48025 0.0 0.0 0.0 -0.12
H -1.94346 0.19732 -2.14843 0.1 0.0 0.1 0.02
H -3.77632 2.17919 -4.35818 0.0 0.0 0.0 0.47
H -3.77926 4.65300 -4.18715 0.0 0.0 0.0 0.39
H -2.55981 5.77177 -2.34182 0.0 0.0 0.0 0.44
H -1.37118 4.39370 -0.66185 0.0 0.0 0.0 0.50
H -0.44861 2.35977 -0.02637 0.1 -0.1 0.0 0.38
H -2.64685 2.12711 1.09978 0.0 0.0 0.1 0.39
H -2.98087 0.70663 2.98051 0.0 0.0 0.0 0.71
H -1.79708 -2.57410 4.67794 0.0 0.0 0.0 0.45
H -3.25624 -2.12432 6.65625 0.0 0.0 0.0 0.42
H -3.77476 -0.62269 8.53945 0.0 0.0 0.0 0.39
H -3.05064 1.74123 8.47482 0.0 0.0 0.0 0.39
H -1.79209 2.58966 6.52141 0.0 0.0 0.0 0.47
H -1.25338 1.09119 4.65515 0.0 0.0 0.0 0.59
C 1.12446 1.41816 -3.31039 0.0 0.0 0.0 -1.16
N 0.79687 -0.00186 -3.47951 0.1 0.0 -0.2 0.71
C 0.18811 -0.31965 -4.76976 -0.1 0.0 0.1 -0.73
P 1.70968 -1.02453 -2.59983 0.0 0.0 0.1 -0.25
O 1.63960 -0.80160 -1.12547 0.1 0.0 0.0 -0.50
O 1.05747 -2.45830 -2.98278 -0.1 -0.1 0.2 -0.44
P 0.28485 -3.36712 -1.88226 0.2 -0.2 -0.2 -0.18
O -0.44644 -2.49904 -0.90013 -0.2 0.1 -0.1 -0.81
N -0.77072 -4.28512 -2.69884 -0.1 0.1 0.0 0.21
C -0.29487 -5.37521 -3.55049 0.0 0.0 0.0 -1.02
C -2.03883 -3.69007 -3.13671 0.0 0.0 0.0 -1.05
N 1.43519 -4.31549 -1.22386 0.0 0.2 0.1 0.45
C 1.20008 -4.73894 0.16616 0.0 -0.1 -0.1 -0.96
C 2.85554 -4.20169 -1.56798 0.0 0.0 0.0 -0.91
N 3.27373 -1.12871 -3.04649 0.0 0.2 0.0 0.77
C 3.59773 -1.35191 -4.45181 0.0 0.0 0.0 -0.99
C 4.33382 -0.50652 -2.24956 0.0 -0.1 0.1 -0.88
H 0.20812 2.00647 -3.36700 0.0 0.0 0.0 0.30
H 1.81653 1.75798 -4.08714 0.0 0.0 0.0 0.39
H 1.56905 1.58967 -2.32994 0.0 0.0 0.0 0.18
H -0.76072 0.21333 -4.84558 0.0 0.0 0.0 0.20
H -0.01339 -1.38477 -4.84679 0.0 0.0 0.0 0.16
H 0.83155 -0.01616 -5.60100 0.0 0.0 0.0 0.29
H 0.61031 -5.80940 -3.13338 0.0 0.0 0.0 0.30
H -0.09551 -5.02493 -4.56735 0.0 0.0 0.0 0.30
H -1.06127 -6.14846 -3.59239 0.0 0.0 0.0 0.37
H -2.31223 -2.86221 -2.48741 0.0 0.0 0.0 0.25
H -2.82264 -4.44506 -3.08395 0.0 0.0 0.0 0.37
H -1.96809 -3.32983 -4.16683 0.0 0.0 0.0 0.33
H 0.13560 -4.87657 0.34756 0.0 0.0 0.0 0.32
H 1.59126 -4.00392 0.87515 0.0 0.0 0.0 0.26
H 1.69818 -5.69333 0.33021 0.0 0.0 0.0 0.41
H 2.98172 -4.04886 -2.63688 0.0 0.0 0.0 0.26
H 3.34254 -5.13734 -1.29608 0.0 0.0 0.0 0.47
H 3.33856 -3.38213 -1.02956 0.0 0.0 0.0 0.23
H 2.74410 -1.77288 -4.98284 0.0 0.0 0.0 0.27
H 4.42458 -2.05998 -4.52762 0.0 0.0 0.0 0.37
H 3.89282 -0.42250 -4.94670 0.0 0.0 0.0 0.30
H 4.00404 -0.38370 -1.22059 0.0 0.0 0.0 0.20
H 4.61325 0.46723 -2.66080 0.0 0.0 0.0 0.28
H 5.21380 -1.15177 -2.25599 0.0 0.0 0.0 0.31
O 3.24822 -0.29576 1.68581 0.1 0.0 0.0 -0.72
C 2.19461 0.27567 1.81066 0.0 -0.3 -0.3 0.00
O 1.03412 -0.29249 1.46251 0.3 0.2 0.8 -0.23
C 2.06653 1.66288 2.33690 0.0 0.1 0.0 -0.15
C 3.21826 2.40980 2.53760 0.0 0.0 0.0 -0.71
C 3.15820 3.72544 3.00398 0.0 0.0 0.0 -0.91
C 1.90964 4.23791 3.25672 0.0 0.0 0.0 0.95
O 1.58245 5.48139 3.70382 0.0 0.0 0.0 -0.49
C 0.16435 5.49078 3.87335 0.0 0.0 0.0 -0.29
O -0.34200 4.24208 3.38414 0.0 0.1 0.0 -0.59
C 0.75891 3.49240 3.06445 -0.1 0.0 0.0 0.47
C 0.79968 2.20724 2.60471 0.0 -0.1 0.0 0.10
H 4.17332 1.94878 2.32738 0.0 0.0 0.0 0.54
H 4.05064 4.31286 3.16705 0.0 0.0 0.0 0.47
H -0.26516 6.30721 3.29411 0.0 0.0 0.0 0.27
H -0.07535 5.59233 4.93347 0.0 0.0 0.0 0.26
H -0.09088 1.61168 2.47200 0.0 0.0 0.0 0.64

***

[2]
35
Properties=species:S:1:pos:R:3:forces:R:3:mulliken_charge:R:1 method="wB97M-V/def2-TZVPD" spin_multiplicity=5 de_lowest_kcal_mol=0.00 charge=-1 s_squared=6.013
Cr -0.83040 1.10895 0.72265 -0.2 -0.2 0.2 0.73
C -1.49411 -4.45764 -0.34699 0.0 0.0 0.0 -1.13
C -1.05836 -3.50342 0.69771 0.0 -0.1 0.1 0.99
N -1.55520 -3.38647 1.88939 0.0 0.0 -0.1 -0.94
N -0.80668 -2.41098 2.48777 -0.1 0.2 0.0 0.32
C 0.09649 -1.87432 1.65568 0.1 0.1 -0.1 0.09
S 1.20347 -0.60961 1.85838 -0.1 -0.1 0.0 -0.43
N -0.05006 -2.60093 0.51458 0.2 0.1 0.0 0.49
N 0.74309 -2.48443 -0.63710 -0.2 0.1 0.1 -1.08
H -2.23856 -5.12434 0.08008 0.0 0.0 0.0 0.35
H -0.64519 -5.03219 -0.71668 0.0 0.0 0.0 0.29
H -1.93326 -3.93011 -1.19405 0.0 0.0 0.0 0.26
H -1.22118 -1.90194 3.27642 0.1 0.0 0.0 0.36
H 1.53350 -1.91563 -0.32245 0.0 -0.1 0.0 0.31
H 0.22421 -1.87641 -1.27414 0.0 0.0 0.0 0.28
O 1.88294 1.89308 -4.37304 -0.1 0.0 0.0 -0.55
C 2.31903 2.78348 -3.49754 -0.1 0.1 0.0 0.43
O 3.17313 3.59451 -3.76698 0.0 0.0 0.0 -0.63
C 1.68279 2.76636 -2.15264 0.0 0.0 0.0 0.49
C 1.97726 3.66301 -1.14043 -0.1 0.0 0.0 -0.37
N 1.20025 3.35013 -0.08947 0.0 -0.1 -0.1 -0.12
N 0.42673 2.30312 -0.36344 0.1 0.1 -0.1 0.13
C 0.69532 1.92630 -1.59891 -0.1 -0.2 0.0 -0.89
C -0.04032 0.68315 -2.05335 0.2 0.2 0.1 1.25
O 0.17082 0.26734 -3.19973 0.0 0.0 -0.1 -0.86
O -0.78893 0.16379 -1.17188 0.0 0.0 0.0 -0.53
H 1.17485 1.28878 -3.99067 0.2 -0.1 0.0 0.47
H 2.67474 4.48134 -1.12445 0.0 0.0 0.0 0.54
H 1.11971 3.76653 0.82735 0.0 0.0 0.0 0.14
O -1.39913 2.48284 4.36754 0.0 0.0 0.0 -0.63
C -1.34642 1.91378 3.30252 0.0 0.0 0.0 0.57
O -0.81949 2.39095 2.20658 0.0 -0.1 0.0 -0.59
C -1.90918 0.45570 3.12608 0.2 0.0 0.1 0.60
O -2.09356 -0.25557 4.10333 0.0 -0.1 -0.1 -0.71
O -2.06829 0.08086 1.89787 0.0 0.2 -0.2 -0.61

***

[3]
113
Properties=species:S:1:pos:R:3:forces:R:3:mulliken_charge:R:1 method="wB97M-V/def2-TZVPD" spin_multiplicity=2 de_lowest_kcal_mol=45.23 charge=-1 s_squared=0.776
Hg -1.99719 -0.36018 0.28609 -0.1 -0.8 -0.4 3.20
N -3.92014 -4.36753 0.79985 0.1 0.0 0.3 -0.54
C -3.79139 -3.10710 0.21163 -0.4 0.0 -0.4 0.40
S -4.36564 -1.74670 1.12879 0.2 0.2 0.5 -0.52
N -3.33436 -3.08269 -0.99001 0.3 -0.5 0.0 -1.24
N -2.90209 -1.88390 -1.46212 -0.2 0.3 -0.2 1.37
C -3.04087 -1.63251 -2.75892 0.2 0.1 0.0 -0.40
C -3.91323 -2.44387 -3.63951 -0.1 -0.1 0.1 0.27
C -3.47694 -2.84795 -4.90628 0.0 -0.1 0.1 -0.24
C -4.25040 -3.67901 -5.70312 0.0 0.0 0.0 -0.72
C -5.48422 -4.13199 -5.25538 0.0 0.0 0.0 -0.44
C -5.94109 -3.72398 -4.00773 0.0 0.0 0.0 -0.74
C -5.16863 -2.89470 -3.21055 0.0 0.1 -0.1 -0.44
C -2.22961 -0.59645 -3.32639 0.0 -0.4 -0.1 0.11
C -2.62642 0.09931 -4.50503 0.1 0.1 -0.1 -0.48
C -1.81580 1.06166 -5.04348 0.0 -0.1 0.0 -0.75
C -0.57404 1.33695 -4.42918 0.1 0.1 -0.1 -0.72
C -0.26637 0.63328 -3.27550 -0.2 -0.1 0.0 -0.47
N -1.04751 -0.27702 -2.70033 0.0 0.2 0.1 -0.15
H -4.62032 -4.40586 1.52195 -0.1 0.0 -0.1 0.23
H -3.93313 -5.13017 0.13939 0.0 0.0 -0.1 0.26
H -2.50654 -2.51804 -5.25514 0.0 0.0 0.0 0.42
H -3.88275 -3.98382 -6.67660 0.0 0.0 0.0 0.37
H -6.08220 -4.79279 -5.87185 0.0 0.0 0.0 0.36
H -6.91054 -4.05774 -3.65501 0.0 0.0 0.0 0.37
H -5.53481 -2.57812 -2.24394 0.0 0.0 0.1 0.34
H -3.58066 -0.13411 -4.95971 0.0 0.0 0.0 0.51
H -2.12313 1.60210 -5.93205 0.0 0.0 0.0 0.41
H 0.10990 2.07458 -4.82893 0.0 0.0 0.0 0.43
H 0.68868 0.80295 -2.78687 0.0 0.1 0.1 0.43
N -3.13469 4.06959 2.15543 0.0 0.0 0.0 0.18
C -3.13324 3.18531 1.14470 0.0 0.1 -0.1 -0.61
N -2.80843 2.00176 1.59243 0.0 -0.1 0.3 0.52
C -2.60969 2.21596 2.92778 -0.1 0.2 -0.3 -0.01
N -2.80119 3.46302 3.30723 0.1 0.0 0.1 -0.87
C -2.26232 1.14601 3.87043 0.1 -0.2 0.1 0.32
C -1.92992 1.40009 5.20091 0.1 0.1 0.0 -0.40
N -1.66600 0.42036 6.05500 0.0 -0.1 -0.1 -0.65
C -1.76241 -0.82238 5.57641 0.0 0.2 0.1 -0.60
C -2.08561 -1.07353 4.25205 0.0 -0.1 0.0 -0.32
N -2.31138 -0.08943 3.39636 -0.2 0.0 0.1 0.26
H -3.33372 5.05397 2.14443 0.0 0.0 0.0 0.19
H -3.37745 3.44462 0.12588 0.0 0.0 0.0 0.44
H -1.86474 2.41799 5.56655 0.0 0.0 0.0 0.49
H -1.57270 -1.62874 6.27491 0.0 0.0 0.0 0.44
H -2.17649 -2.08294 3.86463 0.0 0.0 0.0 0.44
C 5.55970 2.41119 -2.39683 0.0 0.0 0.0 -1.89
C 5.67577 1.54434 -1.13506 0.1 0.1 0.0 1.68
C 6.43329 2.36005 -0.07504 0.0 -0.1 0.0 -1.62
C 6.52139 0.31621 -1.49593 -0.1 0.1 0.0 -1.92
C 4.24040 1.12691 -0.65059 0.0 0.0 0.0 2.03
O 3.40656 0.88564 -1.77916 0.1 0.0 -0.1 -0.65
C 4.20814 -0.16430 0.19466 0.0 0.1 0.1 -1.48
C 4.89724 -0.23614 1.57289 0.0 0.0 -0.1 -1.47
C 4.21467 0.53248 2.67888 0.0 -0.1 0.0 -0.53
C 2.93416 0.16153 3.07118 0.0 0.1 0.0 0.67
C 2.23275 0.87044 4.03246 0.0 -0.1 0.0 -0.73
C 2.84524 1.95175 4.64372 0.0 0.0 0.0 0.29
Cl 1.98775 2.84940 5.86069 0.0 0.0 0.0 -0.25
C 4.13662 2.32194 4.30573 0.0 0.0 0.0 -0.91
C 4.81120 1.61221 3.32090 0.0 0.0 0.1 -0.07
C 3.57909 2.32450 0.06780 -0.1 -0.1 -0.1 -2.26
N 2.13103 2.35561 -0.02403 0.1 -0.1 0.1 1.29
C 1.18317 1.49403 0.38104 0.0 0.1 0.0 -0.36
N -0.00875 1.93611 0.04881 -0.1 0.2 -0.1 0.21
C 0.26986 3.10686 -0.57715 -0.1 -0.1 0.0 -0.71
N 1.54800 3.39903 -0.65277 0.0 0.1 0.0 -1.29
H 6.54738 2.79857 -2.65844 0.0 0.0 0.0 0.50
H 4.88684 3.25770 -2.25325 0.0 0.0 0.0 0.30
H 5.18189 1.83593 -3.23970 0.0 0.0 0.0 0.38
H 7.47259 2.47830 -0.38848 0.0 0.0 0.0 0.54
H 6.43545 1.87275 0.89907 0.0 0.1 0.0 0.15
H 6.01044 3.35766 0.04757 0.0 0.0 0.0 0.28
H 7.42891 0.64489 -2.00598 0.0 0.0 0.0 0.54
H 5.99150 -0.35510 -2.17575 0.0 0.0 0.0 0.34
H 6.82272 -0.25042 -0.61316 0.0 0.0 0.0 0.31
H 3.63728 0.04112 -2.18133 0.0 0.0 0.0 0.52
H 4.63664 -0.95906 -0.41900 -0.1 0.0 0.0 0.75
H 3.15292 -0.42036 0.31555 0.0 0.0 0.0 0.69
H 5.94208 0.06707 1.50288 0.0 -0.1 0.0 0.59
H 4.89602 -1.29389 1.84985 0.1 0.0 0.0 0.50
H 2.46689 -0.69563 2.61017 -0.2 -0.1 -0.1 0.36
H 1.21966 0.58580 4.28844 0.0 0.0 0.1 0.52
H 4.60680 3.15849 4.80439 0.0 0.0 0.0 0.43
H 5.81659 1.91551 3.05031 0.0 0.0 0.0 0.34
H 3.88531 3.25089 -0.40827 0.0 0.0 0.0 0.50
H 3.88046 2.34494 1.11208 0.0 0.1 0.0 0.42
H 1.36565 0.58044 0.92092 0.1 0.0 0.0 0.19
H -0.48737 3.74770 -1.00054 0.0 0.0 0.0 0.51
Br -3.39295 4.35342 -3.65938 0.0 -0.1 0.1 -0.18
C -4.05039 3.02657 -2.46968 0.0 0.2 -0.1 -0.24
C -5.36008 3.08217 -2.02776 0.1 -0.1 0.1 -0.45
C -5.77805 2.08493 -1.15844 -0.1 0.1 -0.1 -0.82
C -4.87615 1.11009 -0.76009 -0.1 -0.1 0.0 -0.41
N -3.61568 1.08120 -1.18748 0.2 0.2 0.2 0.87
C -3.20531 2.01516 -2.04238 0.1 0.0 0.0 -0.28
H -6.02463 3.87041 -2.35375 0.0 0.0 0.0 0.46
H -6.79669 2.06687 -0.79431 0.0 0.0 0.0 0.46
H -5.15466 0.30910 -0.08209 0.0 0.0 0.0 0.03
H -2.17949 1.95664 -2.38606 0.0 0.0 0.0 0.21
O 0.11616 -1.76239 2.32259 0.1 0.0 0.1 -0.84
B -0.54633 -1.78581 1.07052 -0.1 0.4 0.1 -0.39
O -0.33007 -3.03584 0.48756 0.0 0.0 -0.2 -0.32
C 0.41759 -3.76329 1.35710 0.1 0.0 0.1 0.56
C 0.90463 -5.04406 1.22314 -0.1 0.0 0.0 -1.12
C 1.66675 -5.54313 2.27934 0.0 0.0 0.0 -0.51
C 1.92362 -4.78114 3.41375 0.0 0.0 0.0 -0.80
C 1.43331 -3.47999 3.53640 0.0 0.1 0.0 -0.88
C 0.68618 -2.99783 2.48513 0.0 0.0 -0.1 0.63
H 0.69260 -5.62556 0.33634 0.0 0.0 0.0 0.52
H 2.07476 -6.54362 2.21173 0.0 0.0 0.0 0.39
H 2.50801 -5.20353 4.22111 0.0 0.0 0.0 0.40
H 1.63432 -2.86973 4.40792 0.0 0.0 0.0 0.54